1.
Below is a cluster of 3 separate species, C25H23FINO7S3 in total, with properties calculated with the ωB97M-V functional and the def2-TZVPD basis.

Values from the calculation:
frontier orbital gap = 8.21 eV

Geometry as XYZ:
```
61
Properties=species:S:1:pos:R:3:nbo_charge:R:1
O 2.206 -1.561 2.006 -0.50
C 1.160 -1.042 2.173 0.53
I 1.008 0.617 3.536 0.01
C -0.113 -1.422 1.462 -0.59
C -1.367 -1.525 2.307 -0.04
C -1.441 -2.252 3.500 -0.12
S -0.003 -3.098 4.130 0.02
C -2.629 -2.352 4.226 -0.18
C -3.771 -1.738 3.748 -0.09
C -3.728 -0.983 2.569 -0.16
C -2.538 -0.883 1.859 0.26
N -2.517 -0.154 0.637 -0.52
C -2.193 1.016 0.623 0.25
S -1.824 2.517 0.564 0.13
C -4.996 -0.315 2.137 0.56
O -5.047 0.804 1.693 -0.49
C -6.216 -1.149 2.369 -0.09
C -7.256 -1.172 1.455 -0.23
C -8.339 -2.000 1.716 0.40
F -9.326 -2.052 0.821 -0.30
C -8.402 -2.779 2.867 -0.23
S -9.819 -3.820 3.129 0.04
C -7.354 -2.732 3.787 -0.14
C -6.256 -1.924 3.535 -0.14
C -5.083 -1.865 4.455 0.55
O -5.181 -1.932 5.655 -0.50
H 0.064 -2.367 0.946 0.26
H -0.254 -0.665 0.689 0.30
H -0.456 -4.351 3.988 0.14
H -2.661 -2.907 5.152 0.24
H -7.198 -0.566 0.562 0.25
H -9.147 -4.952 3.369 0.13
H -7.397 -3.345 4.677 0.24
O 1.229 0.493 -0.381 -0.62
C 1.424 1.098 -1.403 0.82
O 2.189 2.196 -1.367 -0.49
C 2.628 2.883 -2.550 -0.08
C 1.584 3.870 -3.036 -0.64
C 0.759 0.689 -2.698 -0.74
H 2.918 2.171 -3.322 0.17
H 3.530 3.405 -2.257 0.24
H 0.653 3.379 -3.326 0.20
H 1.962 4.420 -3.898 0.22
H 1.345 4.579 -2.244 0.22
H -0.241 1.122 -2.721 0.25
H 0.670 -0.395 -2.702 0.24
H 1.297 0.990 -3.593 0.22
O 5.424 2.706 -2.360 -0.59
C 6.415 2.142 -2.741 0.81
O 7.274 2.815 -3.528 -0.50
C 8.560 2.302 -3.892 -0.07
C 8.493 1.400 -5.106 -0.64
C 6.665 0.687 -2.424 -0.75
H 9.032 1.811 -3.040 0.18
H 9.155 3.186 -4.115 0.20
H 7.890 0.512 -4.915 0.21
H 9.494 1.078 -5.393 0.22
H 8.043 1.932 -5.943 0.22
H 6.132 0.078 -3.155 0.24
H 6.256 0.484 -1.438 0.26
H 7.713 0.401 -2.423 0.22
```

***

2.
Below is a structure of composition C25H23N4O4SZr, with properties calculated with the ωB97M-V functional and the def2-TZVPD basis.

Values from the calculation:
net charge = +3
relative energy (zero: lowest compared OMol25 entry of this formula, charge and spin) = 5.4 kcal per mole
frontier orbital gap = 6.23 eV

Geometry as XYZ:
```
58
Properties=species:S:1:pos:R:3:nbo_charge:R:1
Zr 0.153 0.676 -0.178 2.35
O -5.463 -2.849 3.547 -0.63
C -5.203 -1.591 3.933 0.76
O -5.648 -1.129 4.936 -0.49
C -4.269 -0.771 3.071 -0.10
C -4.463 0.610 3.067 -0.12
C -3.597 1.442 2.387 -0.22
C -2.501 0.891 1.727 0.16
C -2.310 -0.485 1.723 -0.23
C -3.194 -1.322 2.387 -0.17
N -1.499 1.674 1.064 -0.60
C -1.427 2.950 1.184 0.21
C -0.366 3.676 0.483 0.11
C -0.260 5.046 0.538 -0.16
C 0.779 5.671 -0.153 -0.07
C 1.670 4.895 -0.871 -0.21
C 1.504 3.518 -0.885 0.11
N 0.508 2.908 -0.226 -0.62
H -5.225 -3.011 2.628 0.48
H -5.298 1.020 3.619 0.28
H -3.796 2.505 2.383 0.23
H -1.447 -0.934 1.231 0.19
H -3.014 -2.389 2.411 0.24
H -2.110 3.515 1.811 0.24
H -0.974 5.623 1.112 0.27
H 0.884 6.747 -0.124 0.27
H 2.488 5.341 -1.418 0.27
H 2.180 2.881 -1.439 0.23
C 3.920 -0.185 -2.301 -0.73
C 2.993 -0.201 -1.139 0.67
O 1.850 0.387 -1.323 -0.79
C 3.328 -0.816 0.099 -0.31
C 4.611 -1.394 0.277 -0.07
C 4.962 -1.981 1.466 -0.22
C 4.042 -2.014 2.517 -0.04
C 2.773 -1.466 2.386 -0.28
C 2.421 -0.877 1.192 0.44
O 1.177 -0.347 1.061 -0.83
H 3.444 0.287 -3.155 0.25
H 4.227 -1.199 -2.565 0.28
H 4.829 0.366 -2.049 0.29
H 5.327 -1.366 -0.532 0.24
H 5.944 -2.415 1.591 0.27
H 4.321 -2.477 3.455 0.26
H 2.060 -1.495 3.199 0.26
C -1.509 -3.432 -2.088 -0.41
N -0.885 -2.567 -3.095 -0.29
C -0.377 -3.013 -4.298 -0.03
C 0.021 -1.926 -4.999 -0.04
N -0.255 -0.835 -4.207 -0.47
C -0.806 -1.233 -3.053 0.27
S -1.505 -0.198 -1.834 -0.22
H -1.240 -4.459 -2.312 0.25
H -2.591 -3.320 -2.130 0.25
H -1.145 -3.170 -1.098 0.22
H -0.350 -4.057 -4.556 0.27
H 0.454 -1.838 -5.980 0.28
H -0.140 0.130 -4.478 0.46
```

***

3.
Below is a structure of composition C25H24BBr2N9OV, with properties calculated with the ωB97M-V functional and the def2-TZVPD basis.

Values from the calculation:
⟨S²⟩ = 2.01
net charge = +1
relative energy (zero: lowest compared OMol25 entry of this formula, charge and spin) = 0.0 kcal per mole
spin multiplicity = 3
frontier orbital gap (alpha / beta) = 7.53 / 7.62 eV

Geometry as XYZ:
```
63
Properties=species:S:1:pos:R:3:mulliken_spin:R:1
V 1.039 0.102 -0.202 1.98
C 3.331 0.162 2.665 0.01
C 1.854 0.155 2.872 0.01
C 1.126 0.167 4.064 0.00
C -0.202 0.150 3.691 0.03
N -0.264 0.130 2.352 0.04
N 0.995 0.131 1.847 -0.07
B -1.528 0.077 1.446 -0.08
N -1.506 1.325 0.500 0.04
C -2.417 2.265 0.212 0.02
C -1.870 3.163 -0.683 0.00
C -0.579 2.697 -0.931 0.01
C 0.479 3.259 -1.821 0.01
N -0.381 1.582 -0.220 -0.03
N -1.428 -1.183 0.523 0.04
C -2.299 -2.180 0.320 0.02
C -1.745 -3.082 -0.568 0.00
C -0.491 -2.567 -0.890 0.01
C 0.556 -3.115 -1.802 0.01
N -0.312 -1.419 -0.228 -0.03
N -2.737 0.052 2.342 0.00
C -3.401 1.062 2.966 0.00
C -4.202 0.510 3.925 0.00
C -3.953 -0.880 3.852 0.00
C -4.554 -1.972 4.676 0.00
N -3.063 -1.143 2.913 0.00
H 3.843 0.181 3.624 0.00
H 3.653 -0.724 2.118 0.00
H 3.640 1.034 2.088 0.00
H 1.522 0.182 5.064 0.00
H -1.099 0.137 4.288 0.00
H -3.407 2.234 0.631 0.00
H -2.340 4.039 -1.094 0.00
H 0.440 4.346 -1.813 0.00
H 1.473 2.950 -1.493 0.00
H 0.338 2.928 -2.852 0.00
H -3.238 -2.199 0.842 0.00
H -2.181 -4.000 -0.919 0.00
H 0.522 -4.202 -1.803 0.00
H 0.399 -2.776 -2.827 0.00
H 1.553 -2.804 -1.487 0.00
H -3.226 2.100 2.738 0.00
H -4.871 1.027 4.592 0.00
H -5.289 -1.569 5.369 0.00
H -5.045 -2.710 4.042 0.00
H -3.785 -2.489 5.250 0.00
Br 5.962 0.304 -0.857 0.00
C 4.628 0.249 -2.175 -0.01
C 4.985 0.278 -3.541 0.00
C 4.036 0.241 -4.521 0.00
Br 4.570 0.282 -6.330 0.00
C 2.658 0.173 -4.190 -0.01
C 1.577 0.131 -5.094 0.02
C 0.292 0.070 -4.617 -0.01
C 0.066 0.053 -3.236 0.04
N 1.052 0.091 -2.363 -0.06
C 2.332 0.147 -2.823 0.03
C 3.312 0.181 -1.802 -0.03
O 2.863 0.149 -0.544 0.01
H 6.032 0.331 -3.802 0.00
H 1.773 0.147 -6.158 0.00
H -0.551 0.036 -5.293 0.00
H -0.939 0.007 -2.831 0.00
```